(1)
{"formula": "C3H4NO", "method": "ωB97M-V/def2-TZVPD", "total_charge": 1, "de_lowest_kcal_mol": 95.3, "e_tot_ev": -6700.5371, "species": ["C", "C", "C", "N", "O", "H", "H", "H", "H"], "xyz": [[1.359, 0.157, 0.085], [-0.314, -0.853, 0.094], [-0.613, 0.730, -0.092], [1.904, -0.890, -0.080], [0.747, 1.203, 0.018], [-0.364, -1.133, 1.128], [-0.576, -1.405, -0.798], [-0.903, 0.891, -1.111], [-1.240, 1.301, 0.755]], "forces_ev_per_a": [[1.8915, -3.9936, -1.0633], [0.3440, 2.6048, -0.0649], [-1.1335, -0.1723, 1.9338], [-1.2880, 0.2010, 0.6491], [-0.7594, 4.3186, 0.4656], [-0.0061, -0.9871, 0.0989], [0.3435, -0.7240, 0.3790], [-0.5528, 0.4666, -0.2904], [1.1608, -1.7140, -2.1079]], "nbo_charge": [0.615, -0.010, -0.109, -0.165, -0.388, 0.262, 0.274, 0.239, 0.282]}

---

(2)
{"formula": "C51H41BiBrI2N7O5P2S3Te", "method": "ωB97M-V/def2-TZVPD", "total_charge": -2, "de_lowest_kcal_mol": 0.0, "e_tot_ev": -224686.0272, "species": ["Bi", "C", "P", "C", "C", "C", "C", "C", "C", "C", "C", "C", "C", "C", "C", "C", "C", "C", "C", "C", "P", "C", "C", "C", "C", "C", "C", "C", "C", "C", "C", "C", "C", "N", "H", "H", "H", "H", "H", "H", "H", "H", "H", "H", "H", "H", "H", "H", "H", "H", "H", "H", "H", "H", "H", "H", "H", "H", "H", "H", "S", "C", "C", "N", "C", "S", "C", "N", "I", "I", "Br", "C", "C", "N", "C", "C", "C", "C", "O", "O", "H", "H", "H", "O", "S", "O", "O", "C", "N", "C", "C", "C", "N", "C", "C", "C", "N", "C", "C", "H", "H", "H", "H", "H", "H", "C", "Te", "C", "H", "H", "H", "H", "H", "H"], "xyz": [[0.367, -0.620, 0.858], [0.272, 0.908, -2.234], [-1.223, -0.043, -1.671], [-2.568, 1.184, -1.545], [-2.381, 2.547, -1.763], [-3.440, 3.433, -1.618], [-4.691, 2.963, -1.249], [-4.887, 1.604, -1.025], [-3.829, 0.721, -1.165], [-1.572, -0.839, -3.291], [-0.826, -1.956, -3.666], [-0.990, -2.512, -4.926], [-1.896, -1.962, -5.820], [-2.645, -0.855, -5.450], [-2.487, -0.296, -4.190], [1.360, -0.128, -2.277], [2.343, -0.431, -3.196], [3.027, -1.572, -2.699], [2.426, -1.900, -1.503], [2.678, -2.974, -0.484], [1.062, -3.244, 0.340], [1.352, -4.409, 1.697], [2.587, -4.494, 2.332], [2.734, -5.299, 3.451], [1.647, -6.006, 3.945], [0.412, -5.923, 3.314], [0.261, -5.123, 2.195], [0.080, -4.194, -0.875], [-1.285, -3.956, -1.007], [-2.040, -4.675, -1.922], [-1.436, -5.633, -2.720], [-0.077, -5.880, -2.588], [0.677, -5.174, -1.665], [1.393, -1.041, -1.259], [0.501, 1.701, -1.510], [0.096, 1.360, -3.210], [-1.414, 2.930, -2.064], [-3.276, 4.488, -1.799], [-5.514, 3.657, -1.132], [-5.863, 1.234, -0.738], [-3.979, -0.336, -0.981], [-0.102, -2.384, -2.984], [-0.402, -3.376, -5.211], [-2.006, -2.379, -6.814], [-3.348, -0.410, -6.144], [-3.070, 0.572, -3.910], [2.568, 0.101, -4.108], [3.868, -2.073, -3.157], [3.392, -2.660, 0.286], [3.059, -3.894, -0.930], [3.444, -3.930, 1.987], [3.703, -5.349, 3.930], [1.758, -6.615, 4.833], [-0.438, -6.471, 3.701], [-0.703, -5.036, 1.706], [-1.763, -3.202, -0.400], [-3.101, -4.478, -2.019], [-2.021, -6.185, -3.445], [0.402, -6.628, -3.209], [1.733, -5.391, -1.563], [-2.126, -1.322, 1.318], [-2.187, -1.835, 2.995], [-3.486, -2.098, 3.515], [-4.537, -2.311, 3.937], [-1.117, -1.978, 3.825], [0.548, -1.678, 3.411], [-1.323, -2.379, 5.179], [-1.454, -2.666, 6.286], [3.973, -0.863, 3.413], [6.096, -3.040, 3.481], [6.887, -2.339, -1.505], [6.299, -0.545, -1.365], [6.973, 0.459, -2.041], [6.613, 1.735, -1.958], [5.531, 2.035, -1.245], [4.769, 1.083, -0.578], [5.187, -0.238, -0.605], [3.503, 1.488, 0.133], [3.085, 2.642, -0.009], [2.964, 0.580, 0.862], [7.834, 0.237, -2.662], [5.248, 3.079, -1.197], [4.659, -0.986, -0.035], [-3.137, 9.488, -1.243], [-3.460, 8.173, -1.772], [-2.378, 7.509, -2.471], [-4.757, 8.070, -2.424], [-3.706, 7.198, -0.244], [-4.686, 7.618, 0.557], [-4.893, 6.918, 1.658], [-4.113, 5.827, 2.012], [-3.119, 5.466, 1.111], [-2.931, 6.147, -0.019], [-2.236, 4.302, 1.337], [-2.697, 3.161, 1.985], [-1.838, 2.093, 2.152], [-0.572, 2.094, 1.727], [-0.131, 3.187, 1.092], [-0.923, 4.303, 0.873], [-5.721, 7.239, 2.285], [-4.262, 5.304, 2.947], [-3.719, 3.087, 2.332], [-2.167, 1.190, 2.655], [0.901, 3.159, 0.751], [-0.538, 5.164, 0.343], [1.857, 1.005, 5.438], [2.103, 0.956, 3.279], [3.331, 2.700, 3.395], [2.443, 0.239, 5.940], [0.806, 0.844, 5.676], [2.151, 1.985, 5.816], [2.676, 3.495, 3.756], [3.674, 2.964, 2.397], [4.178, 2.586, 4.068]], "forces_ev_per_a": [[0.0207, -0.1764, -0.2670], [0.0750, -0.1492, 0.2053], [-0.1618, 0.6569, -0.5819], [0.1393, -0.0467, 0.1328], [-0.0144, -0.1000, -0.0805], [-0.0083, 0.0804, -0.1412], [-0.0264, 0.0074, 0.0182], [0.0214, 0.0050, -0.0008], [0.0078, 0.0233, -0.0029], [-0.0421, -0.1757, 0.1996], [0.0063, -0.0092, -0.0203], [0.0050, -0.0400, -0.0577], [0.0122, 0.0528, -0.0469], [-0.0142, 0.0263, 0.0091], [0.0049, -0.0427, 0.0206], [0.0299, -0.0665, 0.0812], [0.0426, 0.0714, -0.0218], [0.0393, -0.0895, -0.0379], [-0.1727, -0.0418, -0.0120], [-0.0817, 0.1106, -0.0298], [0.3824, -0.5609, -0.1567], [-0.1152, 0.1296, -0.0910], [-0.0668, -0.0166, -0.0440], [0.0239, -0.0152, 0.0059], [0.0225, -0.0297, 0.0458], [-0.0630, 0.0330, -0.0160], [0.0609, 0.0100, -0.0421], [-0.0181, 0.0996, 0.0964], [0.0044, -0.0080, 0.0068], [-0.0106, -0.0964, -0.0465], [-0.0382, 0.0361, 0.0324], [0.0748, -0.0553, -0.0367], [0.0180, 0.0264, -0.0084], [0.2006, 0.1875, -0.3063], [-0.0015, 0.0187, -0.0410], [0.0100, 0.0328, 0.0123], [-0.0042, 0.0056, 0.0226], [-0.0130, 0.0019, 0.0076], [0.0055, 0.0189, -0.0231], [0.0036, 0.0003, 0.0158], [-0.0104, -0.0102, 0.0362], [0.0253, 0.0225, 0.0013], [0.0251, 0.0112, 0.0270], [-0.0211, -0.0484, 0.0224], [-0.0043, -0.0196, -0.0059], [-0.0086, 0.0146, -0.0182], [-0.0716, 0.0236, -0.0036], [0.0097, -0.0175, 0.0258], [-0.0202, -0.0052, 0.0018], [0.0365, 0.0123, 0.0468], [0.0437, -0.0040, 0.0172], [-0.0084, 0.0333, 0.0339], [0.0070, -0.0148, -0.0141], [0.0051, 0.0114, 0.0202], [-0.0226, -0.0435, 0.0423], [-0.0109, 0.0634, 0.0553], [0.0104, 0.0372, 0.0074], [0.0028, 0.0021, -0.0038], [-0.0029, -0.0050, 0.0114], [-0.0097, 0.0091, -0.0186], [-0.2166, -0.1414, 0.1979], [0.4975, -0.0292, 0.1692], [-0.4254, -0.1081, 0.1193], [0.0525, 0.0309, -0.0927], [-0.0852, 0.2399, -0.5704], [-0.2793, -0.3065, 0.4141], [-0.0886, -0.0701, 0.4189], [0.0037, -0.0372, -0.0739], [1.1575, -1.1487, 0.0598], [0.3125, -0.3313, 0.0079], [0.0041, -0.0144, -0.0049], [0.0085, 0.0141, -0.0184], [-0.0117, -0.0136, 0.0446], [0.0572, 0.1169, -0.0851], [-0.0159, -0.0970, -0.0623], [0.0382, 0.0452, -0.0695], [0.0789, 0.0837, 0.0422], [-0.3413, -0.0419, 0.2308], [0.0090, -0.0549, 0.0839], [-0.0898, 0.1885, -0.3473], [0.0056, -0.0826, 0.0509], [-0.0805, -0.0307, -0.0125], [-0.0517, -0.0058, -0.0258], [-0.0279, -0.0827, -0.0769], [-0.0075, 0.0119, 0.0149], [-0.0561, -0.0233, 0.0796], [0.0813, 0.0110, 0.0590], [0.0050, 0.0989, -0.0902], [-0.2410, 0.0039, 0.0045], [0.0952, -0.0208, -0.0123], [0.0665, -0.0468, -0.0367], [-0.2891, 0.2100, -0.0074], [0.2289, 0.0092, 0.0668], [0.1646, -0.1923, -0.0072], [-0.0184, 0.1111, 0.0250], [0.1674, -0.0684, 0.1318], [-0.3125, -0.0070, -0.2960], [0.0009, 0.0166, 0.0387], [-0.0684, -0.0126, 0.0785], [0.0591, 0.0321, 0.0641], [-0.0256, -0.0431, -0.0279], [-0.0017, 0.0053, -0.0085], [-0.0593, 0.0229, -0.0495], [0.0484, -0.0194, -0.0459], [-0.0050, -0.0010, -0.0277], [-0.4170, 0.1839, 0.0231], [-0.1790, 1.8180, 1.3059], [-0.0951, 0.2585, -0.2368], [0.0881, -0.0839, -0.2773], [0.0111, -0.0331, -0.0805], [0.0342, 0.0209, -0.1413], [0.0266, -0.0006, 0.0082], [-0.0514, -0.0874, -0.0863], [-0.0953, -0.2848, 0.0468]], "lowdin_charge": [1.295, -0.262, 0.988, -0.398, -0.079, -0.069, -0.075, -0.084, -0.132, -0.324, -0.092, -0.080, -0.099, -0.090, -0.078, -0.430, -0.052, -0.067, -0.419, -0.250, 0.977, -0.386, -0.120, -0.079, -0.080, -0.083, -0.102, -0.344, -0.119, -0.077, -0.090, -0.082, -0.073, -0.218, 0.072, 0.099, 0.104, 0.101, 0.107, 0.099, 0.087, 0.089, 0.102, 0.095, 0.099, 0.101, 0.096, 0.089, 0.063, 0.089, 0.031, 0.072, 0.100, 0.102, 0.105, 0.023, 0.109, 0.100, 0.100, 0.103, 0.504, -0.717, -0.300, 0.154, -0.712, 0.401, -0.292, 0.162, 0.289, -0.334, 0.708, -0.657, -0.203, 0.062, -0.077, -0.097, -0.057, -0.636, -0.001, -0.427, 0.094, 0.116, 0.084, -0.370, 0.386, -0.374, -0.374, -0.347, 0.117, -0.126, -0.005, -0.237, 0.161, -0.159, -0.005, -0.154, -0.047, -0.132, 0.012, 0.104, 0.103, 0.115, 0.080, 0.090, 0.125, -0.392, 1.044, -0.358, -0.009, -0.003, 0.000, 0.012, -0.001, 0.016]}